Entry from the OMol25 dataset: one molecule with the formula C17H12Br8O at a distorted geometry (ωB97M-V/def2-TZVPD).

Positions of all 38 atoms, in Å:
Br  -3.9806  1.4291  -1.8097
C  -2.9152  1.2706  -0.1071
C  -1.8803  0.0940  -0.2832
C  -0.6811  0.2680  -1.0404
Br  -0.5580  1.9086  -2.0318
C  0.3431  -0.6194  -1.1042
C  1.6761  -0.2539  -1.7151
O  2.6020  0.1050  -0.7226
C  2.4871  1.3961  -0.2302
C  2.7195  2.5473  -1.0236
Br  3.2228  2.4502  -2.8878
C  2.5287  3.7784  -0.4777
C  2.1557  3.9214  0.8815
Br  1.5916  5.7013  1.4362
C  1.9783  2.8657  1.6818
C  2.1743  1.5457  1.1387
Br  2.0296  -0.1196  2.2285
C  0.1987  -1.9011  -0.4833
C  1.1748  -3.0617  -0.7771
Br  0.1958  -4.1009  -2.1631
C  -1.0682  -2.1475  0.2030
C  -1.4201  -3.4714  0.9257
Br  -0.7719  -3.4832  2.8186
C  -2.0480  -1.0839  0.4405
C  -3.0232  -1.2237  1.6267
Br  -4.8349  -1.8076  0.7969
H  -3.5958  1.1922  0.7064
H  -2.3481  2.1993  0.0322
H  2.1274  -1.0026  -2.2734
H  1.5618  0.4390  -2.3972
H  2.7580  4.6808  -1.0396
H  1.5311  3.1289  2.6474
H  2.1448  -2.8479  -1.1874
H  1.3227  -3.5252  0.1867
H  -2.4654  -3.6434  1.0418
H  -0.9992  -4.3297  0.4545
H  -3.1263  -0.2820  2.2695
H  -2.8078  -2.0168  2.2382

Cartesian forces, eV/Å:
Br 0.322 -0.039 1.109
C 1.932 -0.611 -1.671
C -0.691 1.102 0.704
C -1.979 1.215 0.247
Br 0.152 -0.141 0.174
C 1.038 -1.901 0.534
C -0.875 -2.213 2.929
O 0.861 1.226 0.743
C -0.121 -0.881 0.683
C -0.138 -0.730 -0.133
Br -0.103 -0.064 0.970
C 0.477 1.261 0.765
C -0.143 1.611 -2.310
Br 0.476 -0.918 -0.119
C -0.712 -2.095 1.064
C 0.033 0.264 -0.009
Br -0.066 1.808 -0.898
C -2.333 0.252 -0.156
C -1.806 1.102 0.533
Br 0.688 -0.205 0.528
C 0.367 0.409 1.028
C 1.239 1.269 -0.156
Br 0.169 -0.095 -0.518
C 1.928 -0.798 0.309
C -1.162 2.444 -2.572
Br 1.050 0.642 0.787
H -0.579 -0.562 0.341
H -0.332 -0.142 -0.383
H 0.704 -2.005 -0.626
H -0.716 3.958 -3.116
H -0.282 -0.254 -0.075
H 0.484 -0.957 -0.061
H 0.054 0.493 -0.190
H -0.103 -1.097 -0.113
H -0.693 0.130 -0.183
H 0.466 -0.505 -0.216
H -0.147 -1.324 -1.295
H 0.543 -1.649 1.352

**Frontier orbital gap**: 8.8 eV
**ΔE to the lowest compared entry with this formula, charge and spin**: 37.8 kcal per mole
**SMILES**: BrCc1c(Br)c(COc2c(Br)cc(Br)cc2Br)c(CBr)c(CBr)c1CBr
**Highest occupied orbital energy**: -9.18 eV